{"formula": "C16H34N3O10P2", "method": "the ωB97M-V functional and the def2-TZVPD basis", "symbols": ["O", "N", "O", "N", "C", "C", "C", "C", "N", "H", "H", "H", "H", "O", "P", "O", "C", "C", "O", "C", "C", "O", "C", "C", "H", "H", "H", "H", "H", "H", "H", "H", "H", "H", "H", "H", "H", "H", "H", "O", "P", "O", "C", "C", "O", "C", "C", "O", "C", "C", "H", "H", "H", "H", "H", "H", "H", "H", "H", "H", "H", "H", "H", "H", "H"], "xyz": [[-2.236, 7.011, 4.453], [-2.505, 6.118, 5.062], [-1.940, 4.733, 4.311], [-0.746, 4.457, 4.835], [-0.664, 3.742, 5.948], [0.539, 3.383, 6.530], [1.678, 3.804, 5.873], [1.474, 4.553, 4.709], [0.319, 4.875, 4.182], [-1.600, 3.421, 6.387], [0.585, 2.786, 7.428], [2.665, 3.554, 6.234], [2.342, 4.905, 4.165], [1.712, -0.380, 1.857], [0.310, -0.817, 1.794], [-0.436, -0.243, 3.126], [-0.266, 1.130, 3.437], [-1.093, 2.059, 2.559], [0.362, -2.393, 2.147], [1.592, -3.130, 2.102], [2.232, -3.225, 3.474], [-0.894, -0.939, 0.780], [-2.150, -1.556, 1.154], [-3.207, -0.542, 1.530], [0.796, 1.392, 3.366], [-0.561, 1.247, 4.484], [-0.994, 1.812, 1.502], [-0.787, 3.094, 2.702], [-2.152, 1.986, 2.810], [2.276, -2.683, 1.382], [1.349, -4.125, 1.731], [2.145, -2.287, 4.021], [3.287, -3.487, 3.390], [1.740, -3.992, 4.073], [-2.007, -2.285, 1.947], [-2.473, -2.099, 0.267], [-3.073, -0.188, 2.551], [-4.194, -1.001, 1.474], [-3.177, 0.322, 0.864], [0.655, -0.565, -7.058], [0.192, -0.819, -5.687], [1.298, -1.726, -4.935], [2.672, -1.318, -4.991], [2.978, -0.151, -4.067], [-1.004, -1.906, -5.873], [-1.590, -2.146, -7.155], [-0.956, -3.343, -7.840], [-0.499, -0.074, -4.471], [-0.913, -0.790, -3.292], [0.082, -0.679, -2.158], [2.939, -1.067, -6.019], [3.263, -2.187, -4.706], [2.245, 0.651, -4.180], [3.970, 0.248, -4.280], [2.960, -0.464, -3.023], [-1.519, -1.258, -7.780], [-2.652, -2.330, -6.987], [0.123, -3.361, -7.690], [-1.161, -3.329, -8.911], [-1.353, -4.273, -7.431], [-1.128, -1.831, -3.521], [-1.853, -0.323, -2.993], [0.914, -1.370, -2.292], [-0.401, -0.932, -1.210], [0.491, 0.331, -2.091]], "nbo_charge": [-0.024, 0.509, -0.351, 0.174, 0.049, -0.172, -0.129, 0.037, -0.149, 0.265, 0.273, 0.268, 0.249, -1.043, 2.553, -0.811, -0.066, -0.643, -0.844, -0.057, -0.633, -0.833, -0.057, -0.637, 0.189, 0.160, 0.230, 0.197, 0.215, 0.192, 0.188, 0.213, 0.219, 0.209, 0.213, 0.200, 0.208, 0.230, 0.216, -1.042, 2.548, -0.821, -0.070, -0.639, -0.848, -0.055, -0.633, -0.824, -0.053, -0.657, 0.198, 0.189, 0.209, 0.221, 0.207, 0.191, 0.177, 0.222, 0.215, 0.204, 0.208, 0.183, 0.216, 0.239, 0.211], "mol_weight_da": 490.407, "homo_lumo_gap_ha": 0.209, "charge": 1}